No. 1
Formula: C3H3NO2
Source: the OMol25 dataset
Level of theory: ωB97M-V/def2-TZVPD

Values from the calculation:
* molar mass: 85.062 g/mol
* Kohn-Sham gap: 10.53 eV
* maximum force: 2.51 eV Å⁻¹
* relative energy (zero: lowest compared OMol25 entry of this formula, charge and spin): 108.2 kcal/mol
* HOMO: -10.17 eV

Element x y z (Å)
C1 0.0990 -0.9751 -0.2998
H1 0.2084 1.6727 1.2061
O1 -2.1346 0.3531 -0.1004
H2 0.4454 -1.0498 -1.2791
C2 0.1650 0.9544 0.4582
C3 -0.9554 0.1645 -0.0222
O2 1.2246 0.9219 -0.5697
N1 1.0822 -0.1593 0.3614
H3 -0.1347 -1.8824 0.2455

---

No. 2
Formula: C3H3NO2
Source: the OMol25 dataset
Level of theory: ωB97M-V/def2-TZVPD

Values from the calculation:
* molar mass: 85.062 g/mol
* Kohn-Sham gap: 10.04 eV
* maximum force: 7.53 eV Å⁻¹
* relative energy (zero: lowest compared OMol25 entry of this formula, charge and spin): 94.3 kcal/mol
* HOMO: -9.69 eV

Element x y z (Å)
O1 -1.7553 0.7486 0.7747
O2 -0.3424 0.4628 -1.1822
C1 0.3319 -0.2988 0.6610
H1 2.0819 -1.2934 -0.1986
C2 1.0480 -0.8034 -0.4644
H2 -2.0738 1.6044 0.0848
N1 0.7665 -0.2703 -1.5618
C3 -0.5706 0.4683 0.1292
H3 0.5138 -0.6182 1.7573

---

No. 3
Formula: C3H3NO2
Source: the OMol25 dataset
Level of theory: ωB97M-V/def2-TZVPD

Values from the calculation:
* molar mass: 85.062 g/mol
* Kohn-Sham gap: 11.79 eV
* maximum force: 1.27 eV Å⁻¹
* relative energy (zero: lowest compared OMol25 entry of this formula, charge and spin): 36.2 kcal/mol
* HOMO: -11.74 eV

Element x y z (Å)
H1 0.2679 -1.5576 1.3936
C1 -0.2431 1.5677 -0.2894
N1 0.3722 2.4800 0.0678
C2 -0.9751 0.3703 -0.7600
C3 0.6111 -0.9706 0.5403
H2 1.3574 -1.5358 -0.0217
O1 -0.5271 -0.7994 -0.3180
O2 -1.9101 0.4728 -1.5021
H3 1.0470 -0.0274 0.8896

---

No. 4
Formula: C3H3NO2
Source: the OMol25 dataset
Level of theory: ωB97M-V/def2-TZVPD

Values from the calculation:
* molar mass: 85.062 g/mol
* Kohn-Sham gap: 9.72 eV
* maximum force: 1.40 eV Å⁻¹
* relative energy (zero: lowest compared OMol25 entry of this formula, charge and spin): 93.9 kcal/mol
* HOMO: -9.33 eV

Element x y z (Å)
O1 2.1822 -0.6588 0.6157
O2 0.0215 -1.3230 0.4742
H1 -2.0637 -1.2776 0.2704
C1 -1.1777 0.7170 0.2717
H2 0.0635 1.0955 -0.7953
C2 1.0179 -0.4651 0.4310
H3 0.8738 1.6468 0.5754
C3 -1.2135 -0.6183 0.3174
N1 0.3816 0.8541 0.1629

---

No. 5
Formula: C3H3NO2P
Source: the OMol25 dataset
Level of theory: ωB97M-V/def2-TZVPD

Values from the calculation:
* molar mass: 116.036 g/mol
* Kohn-Sham gap (alpha / beta): 6.98 / 7.35 eV
* maximum force: 4.89 eV Å⁻¹
* charge: -1
* relative energy (zero: lowest compared OMol25 entry of this formula, charge and spin): 54.6 kcal/mol
* HOMO (alpha / beta): -3.49 / -3.37 eV

Element x y z (Å)
H1 -1.2950 1.3393 -0.9417
N1 -1.6912 -1.9795 -0.5804
P1 -0.5484 -1.0178 -0.7118
O1 0.0326 -1.7483 -1.8745
O2 0.6772 -1.0242 0.5520
C1 0.3463 1.2284 0.4326
H2 1.4523 0.1118 1.9074
C2 -0.4757 0.8298 -0.6367
C3 1.0282 0.1283 1.0029
H3 0.4738 2.1321 0.8503

---

No. 6
Formula: C3H3NO2P2
Source: the OMol25 dataset
Level of theory: ωB97M-V/def2-TZVPD

Values from the calculation:
* molar mass: 147.010 g/mol
* Kohn-Sham gap (alpha / beta): 5.96 / 5.93 eV
* maximum force: 5.48 eV Å⁻¹
* relative energy (zero: lowest compared OMol25 entry of this formula, charge and spin): 0.0 kcal/mol
* HOMO (alpha / beta): -7.18 / -9.19 eV
* 2S+1: 3

Element x y z (Å)
H1 2.0287 0.4526 -0.3279
C1 0.0642 -0.4745 1.0293
H2 1.3660 0.7073 -1.8900
H3 1.4457 -0.9722 -1.2029
C2 1.2809 -0.0024 -0.9917
P1 -2.8425 0.4465 -0.3113
C3 -0.1031 -0.0037 -0.3808
O1 0.9494 -1.2477 1.3438
O2 -1.2272 0.2809 -0.9507
N1 -0.6944 0.1997 1.9524
P2 -2.2675 0.6134 1.7298

---

No. 7
Formula: C3H3NO2S
Source: the OMol25 dataset
Level of theory: ωB97M-V/def2-TZVPD

Values from the calculation:
* molar mass: 117.129 g/mol
* Kohn-Sham gap: 8.55 eV
* maximum force: 5.95 eV Å⁻¹
* relative energy (zero: lowest compared OMol25 entry of this formula, charge and spin): 119.5 kcal/mol
* HOMO: -9.41 eV

Element x y z (Å)
S1 -2.3337 -1.7588 -1.9524
C1 1.5795 1.1701 -0.1734
N1 -0.1719 -0.2538 0.7692
O1 2.6963 1.6427 -0.2323
H1 1.2024 0.4222 2.1313
O2 -0.7176 -0.2623 -0.4800
C2 0.9582 0.3460 1.0909
H2 -2.1587 -1.3596 0.3931
C3 -1.7893 -1.0558 -0.5270
H3 0.7349 1.1091 -1.0193

---

No. 8
Formula: C3H3NO2S
Source: the OMol25 dataset
Level of theory: ωB97M-V/def2-TZVPD

Values from the calculation:
* molar mass: 117.129 g/mol
* Kohn-Sham gap: 7.63 eV
* maximum force: 7.95 eV Å⁻¹
* relative energy (zero: lowest compared OMol25 entry of this formula, charge and spin): 75.4 kcal/mol
* HOMO: -9.78 eV

Element x y z (Å)
H1 2.6920 1.0852 -0.1303
O1 -0.5148 -1.5880 -0.9251
H2 -1.9269 0.6214 1.0926
C1 0.4166 0.5028 -0.0405
C2 1.9423 0.0665 -0.0516
N1 -1.8892 -0.2412 0.3718
O2 2.4624 -1.1306 0.1310
C3 -0.6638 -0.5736 -0.2429
H3 -2.7230 -0.7939 0.1876
S1 0.2044 2.0514 -0.3926

---

No. 9
Formula: C3H3NO2S
Source: the OMol25 dataset
Level of theory: ωB97M-V/def2-TZVPD

Values from the calculation:
* molar mass: 117.129 g/mol
* Kohn-Sham gap: 8.85 eV
* maximum force: 2.35 eV Å⁻¹
* relative energy (zero: lowest compared OMol25 entry of this formula, charge and spin): 113.2 kcal/mol
* HOMO: -9.18 eV

Element x y z (Å)
O1 2.2689 0.9808 0.2257
H1 1.1157 -1.7405 -0.6644
N1 -0.5248 1.4912 -0.8104
C1 0.7094 -0.9135 0.0155
C2 1.4955 0.1571 0.0777
O2 -1.2713 -0.3036 1.4300
H2 -1.2224 -1.7908 -0.1237
S1 -1.6483 0.6973 -0.1702
H3 -0.1949 2.2885 -0.2641
C3 -0.7277 -0.8666 0.2839

---

No. 10
Formula: C3H3NO2S
Source: the OMol25 dataset
Level of theory: ωB97M-V/def2-TZVPD

Values from the calculation:
* molar mass: 117.129 g/mol
* Kohn-Sham gap: 7.27 eV
* maximum force: 4.51 eV Å⁻¹
* relative energy (zero: lowest compared OMol25 entry of this formula, charge and spin): 141.0 kcal/mol
* HOMO: -7.12 eV

Element x y z (Å)
H1 1.8634 -0.1332 1.8947
S1 -0.8748 0.1437 -1.4310
N1 -0.2624 1.2454 0.7862
C1 -0.1385 -1.0389 -0.4408
H2 -1.0722 2.5678 -0.5014
C2 0.0928 0.1782 1.3136
O1 -0.0336 -2.3186 -0.6546
C3 -0.7632 1.5632 -0.3825
O2 0.9004 -0.3439 2.2308
H3 -0.4109 -2.5408 -1.6014

---

No. 11
Formula: C3H3NO2S
Source: the OMol25 dataset
Level of theory: ωB97M-V/def2-TZVPD

Values from the calculation:
* molar mass: 117.129 g/mol
* Kohn-Sham gap: 8.80 eV
* maximum force: 1.42 eV Å⁻¹
* relative energy (zero: lowest compared OMol25 entry of this formula, charge and spin): 87.6 kcal/mol
* HOMO: -8.97 eV

Element x y z (Å)
C1 -1.0926 -0.6492 -0.5177
H1 2.0304 0.2041 -1.4602
C2 0.0738 -0.6674 -1.2718
C3 1.1013 0.1548 -0.8997
O1 -2.2163 -1.0006 -0.5255
O2 1.0351 0.9329 0.1161
H2 0.1694 -1.3413 -2.1041
S1 -0.5833 0.8032 1.0418
N1 -0.2531 0.3858 2.4939
H3 -0.2648 1.1777 3.1272

---

No. 12
Formula: C3H3NO2S
Source: the OMol25 dataset
Level of theory: ωB97M-V/def2-TZVPD

Values from the calculation:
* molar mass: 117.129 g/mol
* Kohn-Sham gap: 9.42 eV
* maximum force: 3.65 eV Å⁻¹
* relative energy (zero: lowest compared OMol25 entry of this formula, charge and spin): 50.1 kcal/mol
* HOMO: -8.92 eV

Element x y z (Å)
H1 -2.0345 1.9484 0.6552
N1 -0.4059 0.7838 1.1961
O1 0.1756 -0.7234 -1.8839
H2 1.0051 -1.0860 -1.6255
S1 1.9391 -0.8471 0.7722
C1 -0.1698 -0.0338 -0.7868
C2 -1.2807 1.2400 0.4030
C3 0.4312 -0.0951 0.3981
O2 -1.2844 0.6827 -0.8936
H3 1.6243 -1.8695 1.7653

---

No. 13
Formula: C3H3NO2S
Source: the OMol25 dataset
Level of theory: ωB97M-V/def2-TZVPD

Values from the calculation:
* molar mass: 117.129 g/mol
* Kohn-Sham gap: 8.31 eV
* maximum force: 4.76 eV Å⁻¹
* relative energy (zero: lowest compared OMol25 entry of this formula, charge and spin): 121.1 kcal/mol
* HOMO: -8.58 eV

Element x y z (Å)
O1 -1.6386 1.5991 0.0352
N1 -0.9103 0.3519 -0.0879
C1 1.1550 -0.3792 -0.8427
H1 -0.9226 -0.4102 1.9493
H2 -2.1915 1.5970 -0.7286
C2 0.8732 -0.7834 0.5069
H3 1.4641 -1.5616 1.0181
C3 -0.3207 -0.2358 0.9657
O2 0.0351 0.4050 -1.1477
S1 2.4563 -0.5828 -1.6683

---

No. 14
Formula: C3H3NO2S2
Source: the OMol25 dataset
Level of theory: ωB97M-V/def2-TZVPD

Values from the calculation:
* molar mass: 149.196 g/mol
* Kohn-Sham gap: 9.01 eV
* maximum force: 2.93 eV Å⁻¹
* relative energy (zero: lowest compared OMol25 entry of this formula, charge and spin): 26.5 kcal/mol
* HOMO: -8.65 eV

Element x y z (Å)
N1 0.6253 -0.9157 -0.5758
C1 0.1904 0.4183 -0.7088
O1 0.4335 -2.2296 1.4494
C2 -0.0496 1.0093 0.5033
H1 0.6243 -2.9704 0.8070
O2 -0.0913 -0.1038 1.4360
C3 0.3451 -1.0947 0.6781
S1 -0.6505 2.6141 0.6908
H2 -2.0715 2.3207 1.1310
H3 0.4044 -0.1091 -2.9696
S2 0.2400 1.0610 -2.4415

---

No. 15
Formula: C3H3NO3
Source: the OMol25 dataset
Level of theory: ωB97M-V/def2-TZVPD

Values from the calculation:
* molar mass: 101.061 g/mol
* Kohn-Sham gap (alpha / beta): 7.58 / 7.73 eV
* maximum force: 1.16 eV Å⁻¹
* relative energy (zero: lowest compared OMol25 entry of this formula, charge and spin): 115.2 kcal/mol
* HOMO (alpha / beta): -9.40 / -9.56 eV

Element x y z (Å)
H1 -2.1000 1.0065 0.4364
C1 2.4027 0.0897 -0.1335
C2 -1.6792 0.2213 -0.1949
H2 -2.2299 -0.7129 -0.0625
O1 3.3377 0.5205 0.3676
C3 -0.2365 0.0228 0.1472
O2 1.4577 -1.3562 0.3582
H3 -1.7707 0.5402 -1.2385
N1 0.2430 -1.2802 0.0457
O3 0.5752 0.9483 0.2742

---

No. 16
Formula: C3H3NO3
Source: the OMol25 dataset
Level of theory: ωB97M-V/def2-TZVPD

Values from the calculation:
* molar mass: 101.061 g/mol
* Kohn-Sham gap: 10.77 eV
* maximum force: 5.42 eV Å⁻¹
* relative energy (zero: lowest compared OMol25 entry of this formula, charge and spin): 114.4 kcal/mol
* HOMO: -9.99 eV

Element x y z (Å)
H1 0.1573 -1.7843 1.1699
C1 0.8348 0.1726 0.5108
N1 -1.3454 -0.3634 -0.8127
O1 -0.4577 -1.2970 -0.3879
C2 -0.9005 0.8467 -0.9242
C3 -0.2055 -0.8561 0.9880
O2 1.9056 0.4876 0.7893
H2 -1.0313 -0.5096 1.5078
O3 0.2366 1.0573 -0.3239
H3 -1.5573 1.8759 -1.0561

---

No. 17
Formula: C3H3NO3
Source: the OMol25 dataset
Level of theory: ωB97M-V/def2-TZVPD

Values from the calculation:
* molar mass: 101.061 g/mol
* Kohn-Sham gap: 9.81 eV
* maximum force: 0.69 eV Å⁻¹
* relative energy (zero: lowest compared OMol25 entry of this formula, charge and spin): 36.8 kcal/mol
* HOMO: -10.33 eV

Element x y z (Å)
H1 -2.2858 0.4109 -0.2426
O1 0.2588 -1.4540 0.8714
N1 0.3443 0.5759 -0.1775
O2 2.4312 0.7733 0.8014
H2 -0.1483 1.2020 -0.8022
C1 -0.3006 -0.5290 0.3363
C2 -1.8242 -0.5204 0.1497
O3 -2.4741 -1.4903 0.4235
C3 1.7779 0.6062 -0.1837
H3 2.2209 0.4254 -1.1762

---

No. 18
Formula: C3H3NO3
Source: the OMol25 dataset
Level of theory: ωB97M-V/def2-TZVPD

Values from the calculation:
* molar mass: 101.061 g/mol
* Kohn-Sham gap: 9.74 eV
* maximum force: 1.41 eV Å⁻¹
* relative energy (zero: lowest compared OMol25 entry of this formula, charge and spin): 72.8 kcal/mol
* HOMO: -10.49 eV

Element x y z (Å)
C1 0.9039 -0.9307 1.4066
O1 0.0797 0.3347 -0.8722
H1 0.5083 0.9944 -2.6889
H2 -1.1685 -0.4439 2.0169
O2 -1.4057 1.4736 -2.1688
C2 -0.4601 -0.3656 1.1850
O3 1.1703 -1.4531 2.4422
H3 1.6094 -0.8333 0.5479
N1 -0.8905 0.2549 0.1387
C3 -0.3468 0.9690 -2.0073

---

No. 19
Formula: C3H3NO3S
Source: the OMol25 dataset
Level of theory: ωB97M-V/def2-TZVPD

Values from the calculation:
* molar mass: 133.128 g/mol
* Kohn-Sham gap: 9.01 eV
* maximum force: 3.09 eV Å⁻¹
* relative energy (zero: lowest compared OMol25 entry of this formula, charge and spin): 31.4 kcal/mol
* HOMO: -8.62 eV

Element x y z (Å)
O1 -1.0356 2.1263 -0.0252
H1 2.5908 -1.7997 -0.2999
S1 -2.4269 -0.9424 -0.1898
C1 -0.8973 -0.3057 0.0689
H2 -2.6917 -1.3587 1.0695
H3 -0.2337 2.7228 -0.2828
O2 0.2441 -1.1813 -0.0530
O3 2.5576 -0.8110 -0.0373
N1 0.9798 0.9294 -0.1422
C2 -0.3841 0.9593 -0.0314
C3 1.2970 -0.3390 -0.0769

---

No. 20
Formula: C3H3NO3S
Source: the OMol25 dataset
Level of theory: ωB97M-V/def2-TZVPD

Values from the calculation:
* molar mass: 133.128 g/mol
* Kohn-Sham gap: 9.61 eV
* maximum force: 2.63 eV Å⁻¹
* relative energy (zero: lowest compared OMol25 entry of this formula, charge and spin): 70.2 kcal/mol
* HOMO: -9.39 eV

Element x y z (Å)
O1 -1.4778 1.9384 -0.2096
S1 -2.6222 -1.1271 -0.0820
N1 -1.1239 -0.3719 -0.4288
C1 0.7329 0.8670 0.1022
H1 3.0214 -0.3803 -0.3459
O2 2.3034 -1.0506 -0.1017
O3 0.0253 -1.2295 -0.2538
C2 1.0928 -0.4560 -0.0558
H2 -2.6727 -0.7734 1.2705
H3 1.4595 1.6054 0.3080
C3 -0.7386 0.9779 -0.2031